The following is a quantum chemistry calculation of C12H26BN2O2P2Zn as an isolated structure, from OMol25.

Results
E_HOMO (eV): -11.82
Kohn-Sham gap (eV): 8.3921
E (Ha): -3219.5125
Charge: +1

Each line ends with the natural charge from an NBO analysis.
Element x y z (Å)
Zn  0.1220  0.1095  -0.0451  1.502
P  -2.1726  -0.0763  -0.4972  0.646
C  -2.1623  0.5121  -2.2876  -0.784
C  -0.8612  1.2818  -2.5534  0.257
N  0.2469  0.9613  -1.8510  -0.667
C  1.4831  1.3567  -2.2215  0.242
C  1.6244  2.1567  -3.3409  -0.234
C  0.5191  2.4523  -4.1205  -0.103
C  -0.7086  1.9282  -3.7589  -0.226
C  2.6977  0.9588  -1.3755  -0.745
P  2.3346  -0.5756  -0.3835  0.751
H  -1.5968  2.0465  -4.3559  0.239
H  2.6260  2.4890  -3.5966  0.240
H  0.6260  3.0225  -5.0437  0.247
H  3.5760  0.7866  -2.0308  0.260
H  2.9093  1.7737  -0.6486  0.271
H  -2.2593  -0.2411  -3.0773  0.321
H  -3.0696  1.1339  -2.5671  0.258
H  -0.9639  -1.8980  -2.9783  0.481
O  -1.5610  -1.9139  -3.7196  -0.938
H  -2.3073  -2.4688  -3.3521  0.469
H  -0.2956  -2.2270  -0.4869  0.491
O  -0.0109  -2.3579  -1.4353  -0.977
H  -0.0708  -3.3748  -1.5150  0.510
C  2.7863  -1.9188  -1.4730  -0.964
H  3.4191  -1.5912  -2.2831  0.247
H  3.2277  -2.7096  -0.8832  0.259
H  1.8592  -2.2746  -1.8691  0.274
C  3.5354  -0.4798  0.9617  -0.944
H  3.4064  -1.3899  1.5712  0.265
H  4.5690  -0.4230  0.5755  0.252
H  3.3054  0.4023  1.5857  0.268
C  -2.8875  1.5134  0.2519  -0.895
H  -3.9359  1.6105  -0.1128  0.248
H  -2.8142  1.4457  1.3644  0.266
H  -2.2593  2.3418  -0.1395  0.240
C  -3.6150  -1.2768  -0.4493  -0.899
H  -3.8936  -1.4443  0.6105  0.265
H  -4.4877  -0.8801  -1.0101  0.253
H  -3.2890  -2.2430  -0.8910  0.238
B  0.0615  0.2840  4.5348  -0.620
C  0.0553  0.1979  3.0063  0.501
N  0.0571  0.1546  1.8562  -0.886
H  -0.9518  0.8676  4.8570  0.040
H  1.0694  0.8677  4.8534  0.040
H  0.0570  -0.8907  4.9287  0.041

Forces on atoms 1 to 6 (eV/Å):
Zn 0.1 -0.7 0.6
P -2.7 0.9 -1.2
C -0.6 1.4 0.3
C 0.3 -1.7 -0.9
N 0.0 0.7 0.5
C -0.2 0.4 -0.1